# 1
{
  "formula": "C34H43N9O4S4TeTi",
  "method": "wB97M-V/def2-TZVPD",
  "homo_lumo_gap_ha": 0.230,
  "lumo_energy_ev": -6.1497,
  "energy_ha": -4825.098517,
  "e_above_lowest_kcal_mol": 11.4,
  "spin_multiplicity": 1,
  "e_homo_ev": -12.41,
  "total_charge": 2,
  "species": ["Ti", "C", "N", "C", "C", "N", "C", "S", "C", "C", "C", "C", "C", "N", "H", "H", "H", "H", "H", "H", "H", "H", "H", "N", "C", "C", "C", "O", "O", "H", "H", "H", "H", "H", "H", "C", "C", "N", "C", "S", "N", "C", "C", "H", "H", "H", "H", "H", "H", "H", "H", "H", "H", "H", "H", "N", "C", "C", "C", "C", "C", "C", "S", "O", "O", "N", "C", "S", "C", "C", "N", "H", "H", "H", "H", "H", "H", "H", "H", "C", "Te", "C", "C", "C", "C", "C", "C", "C", "H", "H", "H", "H", "H", "H", "H", "H"],
  "coordinates": [[-0.161569, 0.352722, 0.232327], [0.980973, 0.770151, 5.338948], [0.103869, -0.276957, 4.826180], [-0.299875, -1.390912, 5.531169], [-1.094257, -2.105669, 4.719955], [-1.186530, -1.413698, 3.516570], [-0.426232, -0.300312, 3.597911], [-0.227356, 1.032822, 2.522214], [-1.827309, -1.970878, 2.374122], [-2.800957, -2.942512, 2.559657], [-3.200431, -3.678312, 1.462194], [-2.615423, -3.423126, 0.231257], [-1.733201, -2.369220, 0.139794], [-1.361637, -1.626855, 1.189778], [1.290704, 0.493202, 6.341746], [0.453289, 1.720822, 5.370840], [1.856462, 0.860719, 4.700047], [0.027411, -1.584720, 6.536683], [-1.555746, -3.062246, 4.872793], [-3.227960, -3.127033, 3.534302], [-3.946060, -4.453548, 1.574483], [-2.859168, -4.007541, -0.644408], [-1.284256, -2.109692, -0.813321], [1.872456, 1.178379, -0.313884], [2.920714, 1.034607, 0.740481], [3.215945, -0.436334, 1.054359], [1.960279, -1.192972, 1.389184], [1.772163, -1.873596, 2.360333], [1.014800, -1.016806, 0.447544], [2.133854, 0.563425, -1.093976], [1.902562, 2.123561, -0.681123], [2.570847, 1.554379, 1.633121], [3.841916, 1.514546, 0.408350], [3.930104, -0.513672, 1.870622], [3.637320, -0.915079, 0.164796], [6.082120, -1.654877, -5.621569], [4.634530, -2.122351, -5.690823], [3.838114, -1.697203, -4.535905], [3.491883, -2.296791, -3.390326], [2.422927, -1.467230, -2.326522], [3.899006, -3.512111, -3.007640], [4.854411, -4.469720, -3.572862], [4.187012, -5.550993, -4.412513], [6.624361, -1.984268, -6.507838], [6.591055, -2.046906, -4.740691], [6.132976, -0.566800, -5.579351], [4.562215, -3.196160, -5.810373], [4.152933, -1.688716, -6.566976], [3.469862, -0.762322, -4.592091], [3.474771, -3.788169, -2.136788], [5.361308, -4.929005, -2.724709], [5.617954, -3.940056, -4.129223], [3.473992, -6.116959, -3.813088], [4.936053, -6.245600, -4.792747], [3.647967, -5.128260, -5.260495], [-7.825934, -2.565795, 1.322470], [-6.815902, -1.678592, 1.083645], [-6.664927, -0.534385, 1.884254], [-5.634446, 0.350924, 1.658995], [-4.723226, 0.099690, 0.637113], [-4.857601, -1.025185, -0.168025], [-5.890550, -1.909457, 0.053836], [-3.528491, 1.306856, 0.269380], [-4.000820, 2.177744, -0.770334], [-3.078091, 1.898882, 1.503500], [-2.225678, 0.473843, -0.326157], [-1.884611, 0.588384, -1.630072], [-2.786729, 0.729807, -3.075545], [-1.298093, 0.676386, -3.972359], [-0.232701, 0.579798, -3.163460], [-0.564375, 0.547345, -1.816106], [-8.578445, -2.295293, 1.931048], [-8.051873, -3.253725, 0.626023], [-7.376010, -0.343576, 2.678100], [-5.529307, 1.235542, 2.272455], [-4.162821, -1.203500, -0.979751], [-5.999917, -2.782677, -0.578115], [-1.308063, 0.740062, -5.047503], [0.800197, 0.504040, -3.461764], [-0.917610, 4.351915, 1.941949], [-0.711436, 3.286505, 0.103692], [1.127368, 4.393895, -0.001438], [0.770873, 5.689725, 0.688169], [1.421378, 6.880208, 0.394609], [1.068222, 8.044732, 1.060839], [0.060798, 8.021848, 2.014505], [-0.597418, 6.835675, 2.305546], [-0.242457, 5.666156, 1.647243], [-0.416199, 3.797587, 2.735186], [-1.976491, 4.432451, 2.170638], [1.429704, 4.549711, -1.036101], [1.916843, 3.861066, 0.533405], [2.198440, 6.901142, -0.359835], [1.571023, 8.972582, 0.824661], [-0.223907, 8.932527, 2.523634], [-1.393868, 6.822008, 3.039150]],
  "atomic_forces_ev_per_a": [[0.28, -0.13, 0.50], [0.03, 0.02, 0.00], [0.03, 0.01, 0.06], [0.03, 0.03, 0.01], [0.00, -0.02, -0.03], [-0.02, 0.02, 0.05], [0.07, -0.04, -0.02], [-0.06, 0.20, -0.07], [0.11, -0.07, -0.03], [-0.07, -0.04, 0.04], [0.00, 0.00, 0.03], [0.03, 0.00, -0.03], [-0.05, 0.00, 0.03], [-0.12, 0.08, -0.15], [-0.01, -0.02, 0.00], [-0.02, -0.01, 0.00], [0.00, -0.02, -0.01], [0.01, 0.02, 0.00], [0.00, 0.02, -0.01], [0.00, 0.01, -0.01], [0.00, 0.00, 0.00], [0.01, 0.01, 0.00], [-0.01, 0.00, -0.02], [-0.15, -0.03, 0.03], [0.01, -0.04, -0.02], [-0.05, 0.10, -0.07], [0.40, -0.06, 0.20], [-0.02, 0.09, -0.09], [-0.33, -0.24, -0.10], [0.05, 0.00, -0.02], [-0.01, 0.02, 0.05], [0.01, 0.02, 0.00], [0.00, 0.01, -0.02], [-0.02, 0.02, 0.03], [0.00, 0.01, 0.02], [-0.05, -0.03, 0.02], [0.09, 0.05, 0.08], [0.05, -0.08, 0.06], [0.05, 0.03, -0.07], [0.02, -0.14, -0.01], [0.07, 0.09, -0.09], [-0.15, -0.05, -0.07], [0.02, 0.05, 0.02], [0.00, 0.01, 0.01], [0.00, -0.02, 0.00], [0.01, 0.00, 0.00], [-0.01, -0.13, 0.03], [-0.03, -0.01, 0.00], [-0.02, -0.01, 0.02], [-0.03, 0.02, 0.00], [0.01, 0.03, 0.02], [0.06, 0.08, -0.08], [0.00, 0.00, 0.00], [-0.01, 0.00, 0.01], [0.00, 0.01, -0.01], [0.06, 0.00, 0.05], [-0.03, -0.01, -0.03], [-0.01, -0.01, 0.01], [0.02, -0.08, 0.08], [0.10, -0.14, -0.10], [-0.13, 0.09, -0.03], [-0.01, -0.01, -0.02], [-0.11, 0.12, 0.18], [0.03, -0.14, -0.05], [-0.10, 0.09, 0.04], [0.00, 0.29, -0.07], [0.06, 0.12, -0.31], [0.08, 0.04, 0.03], [-0.12, 0.01, -0.03], [0.08, 0.06, 0.08], [-0.09, -0.24, -0.11], [-0.01, 0.00, -0.02], [-0.02, 0.02, -0.01], [0.00, 0.01, 0.00], [0.00, 0.01, 0.01], [-0.02, -0.01, 0.01], [-0.01, 0.00, 0.01], [0.00, -0.01, 0.00], [-0.01, -0.01, 0.03], [0.02, -0.08, 0.01], [0.11, 0.03, -0.03], [-0.06, 0.01, -0.01], [0.00, 0.01, 0.03], [0.00, 0.00, 0.02], [0.00, -0.01, -0.01], [-0.01, -0.01, 0.01], [0.01, 0.00, 0.01], [0.02, 0.01, -0.04], [-0.06, -0.04, -0.01], [-0.01, 0.00, -0.01], [-0.02, -0.02, 0.00], [0.00, 0.00, 0.02], [0.00, 0.00, 0.00], [0.00, 0.00, 0.00], [0.00, 0.00, 0.00], [0.00, 0.00, 0.00]]
}


# 2
{
  "formula": "C16H15ClF3N3O4",
  "method": "wB97M-V/def2-TZVPD",
  "homo_lumo_gap_ha": 0.327,
  "lumo_energy_ev": -0.9168,
  "energy_ha": -1843.560656,
  "spin_multiplicity": 1,
  "e_homo_ev": -9.81,
  "total_charge": 0,
  "species": ["O", "O", "O", "O", "F", "F", "F", "Cl", "C", "C", "C", "C", "C", "C", "C", "C", "C", "C", "N", "N", "N", "C", "C", "C", "C", "C", "C", "H", "H", "H", "H", "H", "H", "H", "H", "H", "H", "H", "H", "H", "H", "H"],
  "coordinates": [[2.569894, -2.723195, 3.238924], [0.481107, 2.219883, -3.230759], [-5.436703, -1.642913, -2.688025], [-4.124334, -2.763117, -4.021577], [0.962096, -4.488052, 2.017180], [-0.553988, -3.003411, 1.639373], [1.277448, -3.070414, 0.425213], [1.308208, 4.544712, -0.727006], [3.848539, 1.298337, 2.296878], [3.064761, 0.682975, 2.991194], [1.579436, -2.278177, 2.658277], [0.669804, 2.177864, -2.029106], [-2.503501, 1.019584, -1.711550], [-0.867122, -0.531654, -2.513358], [-3.528921, 0.229351, -2.145991], [-1.885839, -1.327448, -3.009593], [-1.158561, 0.650623, -1.831253], [-3.245106, -0.991046, -2.792843], [-0.159965, 1.414364, -1.196776], [1.230610, -0.924730, 2.973109], [-4.325550, -1.853375, -3.209238], [0.794351, -3.202683, 1.681692], [1.842465, 3.011519, -1.506810], [2.098397, -0.085676, 3.843753], [-0.032005, 1.400605, 0.274581], [0.175167, -0.152355, 2.267567], [0.535194, 0.073037, 0.751611], [4.602828, 1.834358, 1.773180], [-2.735715, 1.929630, -1.217894], [0.144055, -0.872411, -2.607488], [-4.524097, 0.589709, -1.982057], [-1.599292, -2.195630, -3.569570], [2.521346, 3.271093, -2.338476], [2.353128, 2.452368, -0.734697], [2.653053, -0.683107, 4.586956], [1.448137, 0.562829, 4.423327], [0.546081, 2.253164, 0.673262], [-1.052723, 1.590255, 0.706280], [0.076700, 0.853393, 2.730194], [-0.796842, -0.614125, 2.357033], [0.143498, -0.749360, 0.175404], [1.603960, 0.093227, 0.579080]],
  "atomic_forces_ev_per_a": [[-1.57, -0.21, -1.43], [-0.11, -0.35, 0.25], [1.65, -0.15, -0.76], [0.22, 1.34, 1.04], [0.12, 0.76, 0.16], [0.98, 0.37, 0.09], [-0.25, 0.31, 0.55], [-0.04, -0.29, -0.20], [-1.06, -0.87, 1.16], [0.49, 0.56, -0.21], [2.00, 2.35, 2.88], [-0.59, 0.21, -0.79], [1.20, -0.16, 0.18], [-0.46, 0.41, 0.43], [-0.18, -1.14, -0.63], [-1.16, 0.18, -0.04], [-1.13, -0.88, -0.14], [1.81, 1.23, 0.36], [2.01, 1.78, 0.00], [-1.14, -1.27, -0.78], [-1.98, -1.21, -0.26], [-0.61, -0.70, -0.48], [-0.16, -0.23, 0.55], [0.69, -0.80, -0.89], [-1.30, 0.11, 0.08], [1.21, 0.49, -0.93], [-0.50, 0.30, 1.12], [-0.04, 0.01, -0.13], [-0.15, 0.75, 0.35], [0.42, 0.04, -0.15], [-0.46, -0.27, -0.09], [-0.26, -0.45, -0.06], [-0.62, -0.28, 0.45], [0.41, -0.01, 0.14], [-0.23, -0.03, -0.62], [-0.04, 0.24, -0.18], [0.01, -0.37, -0.62], [0.66, -0.38, -0.40], [0.31, -0.72, 0.01], [-0.19, -0.32, 0.02], [-0.28, -0.22, -0.32], [0.34, -0.12, 0.29]]
}